The following is a DFT calculation (ωB97M-V/def2-TZVPD) of a molecular structure, C54H69FeN4O4Si at a distorted geometry.

The geometry in XYZ format:
```
133
Properties=species:S:1:pos:R:3:forces:R:3
O 3.057 0.842 2.339 0.2 0.0 -0.1
C -1.782 -0.809 2.753 0.1 0.0 0.2
Si -4.413 -0.531 0.387 -0.1 0.2 0.0
H -0.225 4.269 1.322 0.0 0.0 0.0
H 1.458 -0.924 1.276 0.0 -0.2 0.1
O 4.312 3.958 1.952 0.0 -0.2 0.0
H 2.947 -2.502 -2.897 0.0 0.0 -0.1
C 1.753 6.015 3.434 0.0 0.0 0.0
C -2.140 -1.276 -2.778 -0.2 -0.2 -0.3
H 2.045 3.271 -0.408 -0.1 0.1 -0.1
C -4.301 -2.074 -2.265 -0.1 -0.1 0.2
N -2.983 -0.881 -0.565 1.1 0.5 1.1
H 2.782 -0.611 -4.789 0.0 0.0 0.0
H 3.158 -3.987 -1.967 0.0 0.0 0.0
H -1.478 1.553 -3.497 0.0 -0.1 -0.1
H 0.121 -5.025 -3.688 0.0 0.0 0.0
C 2.631 1.522 4.628 -0.1 0.1 0.0
C -5.817 0.100 -0.706 -0.1 0.0 -0.3
C 0.027 2.070 3.871 -0.1 0.0 0.0
H -2.629 -3.332 2.507 0.1 -0.1 0.0
C -1.204 -5.239 -1.499 -0.1 0.0 0.0
C -0.329 -2.233 1.324 -0.8 -0.4 -0.6
H -4.370 -2.317 2.120 -0.1 0.0 -0.1
C 0.401 -4.201 -3.023 0.0 0.0 0.1
H 3.644 1.305 4.935 0.0 0.0 0.0
H 0.274 5.095 -3.708 0.0 0.0 0.0
C -1.740 -3.242 3.135 0.0 -0.1 0.0
H -5.148 -2.905 0.647 0.0 0.1 0.1
H -6.023 -1.813 1.737 0.1 0.0 0.0
C 3.050 4.435 2.139 0.1 0.0 0.0
H -1.743 5.028 -2.505 0.0 0.0 0.0
H 4.707 -2.338 0.297 0.0 -0.1 0.0
H 4.909 1.389 3.112 0.0 0.0 0.0
C 3.338 -2.916 -1.972 0.0 0.0 0.1
C 0.590 5.610 2.785 0.0 0.0 0.1
H -3.130 1.278 1.588 -0.1 0.0 0.1
H 0.772 -0.930 3.594 0.1 0.0 0.0
C 2.237 1.325 3.311 0.1 0.0 0.2
C 1.002 1.900 0.586 0.2 0.1 0.0
H -5.445 0.390 -1.694 -0.1 0.0 0.1
H -0.991 2.281 3.562 0.0 0.0 0.0
C 0.255 -1.879 3.730 0.0 -0.1 0.1
C 1.860 -0.119 -4.500 0.0 0.1 -0.1
H -3.866 4.029 -1.764 0.0 0.0 0.0
C 1.185 -5.740 -1.161 0.0 0.0 -0.1
H 5.771 3.152 0.832 0.0 0.1 0.0
N 0.570 1.419 -0.707 -0.1 0.3 0.6
H 0.288 5.917 -2.129 0.0 0.0 0.1
H 3.312 -2.272 1.397 0.0 0.0 -0.1
N 0.489 1.346 1.600 0.0 -0.2 0.2
C 1.316 -2.480 -0.305 0.0 0.1 -0.4
C -4.465 -2.483 -3.578 0.1 0.0 0.0
H 4.423 -2.771 -1.994 0.0 0.0 0.0
C 1.019 -0.723 -3.573 0.2 -0.2 -0.1
H -1.975 -4.482 -1.675 0.0 -0.1 0.0
H -6.298 0.972 -0.255 0.0 -0.1 0.0
H 4.189 2.400 0.559 0.0 -0.1 0.0
H 0.921 -6.120 -0.172 0.0 0.0 0.0
H 0.980 -2.688 3.612 0.0 0.0 0.0
H 1.239 -1.680 -3.130 0.0 0.0 0.1
H 4.880 0.195 1.793 0.0 0.0 0.0
C -5.040 -2.034 1.303 -0.1 -0.2 0.1
H -5.385 -2.974 -3.871 0.0 0.0 0.0
H 2.216 -5.393 -1.109 0.0 0.0 0.0
C -3.464 -2.261 -4.513 0.0 0.0 0.1
H 1.809 5.363 -2.853 0.0 0.0 0.0
C -0.149 -0.100 -3.216 -0.2 0.2 0.0
H 3.958 -0.521 -1.433 0.0 0.0 0.1
H -6.588 -0.659 -0.862 0.0 0.1 0.0
H -2.154 -0.582 3.760 0.0 0.0 -0.1
C 0.669 4.614 1.835 0.0 0.1 -0.1
O -0.975 -0.724 -2.280 0.8 0.5 0.7
H -1.398 -5.725 -0.540 0.0 0.1 0.0
H -1.295 -6.001 -2.278 0.0 0.0 0.0
Fe -1.092 -0.266 -0.096 -1.6 -0.2 -1.2
N 1.868 2.955 0.533 0.2 0.1 -0.2
H -3.915 1.866 -0.593 0.1 0.2 -0.1
H -0.297 2.652 5.912 0.0 0.0 -0.1
C 0.755 5.134 -2.729 0.1 -0.1 0.0
C 0.313 -3.456 -0.564 0.4 0.1 0.1
H 4.544 4.014 -0.115 0.0 0.0 0.0
C 2.962 5.435 3.108 0.0 0.1 0.1
H -5.092 -2.269 -1.549 0.1 0.0 -0.1
H 1.318 1.524 -1.386 -0.1 -0.1 -0.1
H 2.049 2.181 6.582 0.0 0.0 0.0
H 1.135 -6.570 -1.877 0.0 0.1 0.1
C 0.312 1.711 -4.699 0.0 0.0 0.0
H -2.072 -3.133 4.173 0.0 0.0 -0.1
H 2.157 1.570 -5.794 0.0 0.0 0.0
H -0.366 6.057 3.030 0.1 0.0 0.0
C -2.965 2.298 -0.882 -0.1 0.0 -0.1
C -0.684 -3.273 0.424 -0.2 0.4 0.4
C 4.386 0.519 2.706 0.0 0.0 0.0
C -3.141 -1.407 -1.827 -0.4 -0.1 0.1
C 4.705 3.338 0.731 0.0 0.1 0.0
H -3.587 -2.554 -5.547 0.0 0.0 0.0
C 2.785 -2.217 -0.727 -0.2 -0.1 0.2
H 1.717 6.789 4.190 0.0 0.0 0.0
H -1.237 0.068 2.393 -0.1 0.1 0.0
C 1.510 1.102 -5.062 0.0 0.0 0.0
C -1.767 1.642 -0.620 0.5 -1.4 -0.2
H -0.251 -3.354 -3.253 0.0 -0.1 0.0
H 3.679 -3.768 0.525 0.0 0.1 0.0
H -4.859 1.624 1.530 0.1 -0.1 0.0
C -1.733 4.082 -1.983 -0.2 -0.1 0.0
H 3.041 -0.182 0.051 0.0 0.0 -0.1
H 0.028 2.659 -5.142 0.0 0.0 0.0
C 1.721 2.011 5.564 0.1 -0.1 -0.1
H 2.206 -0.262 -1.492 0.0 -0.1 -0.1
H 1.427 -3.934 -3.259 0.0 0.0 0.0
H -1.470 -1.520 -4.796 0.0 0.0 0.0
C -0.596 2.195 -1.061 0.0 0.2 0.2
H 4.412 -0.297 3.431 0.0 0.0 0.0
H -0.131 -1.905 4.755 0.0 0.0 -0.1
C 1.882 4.006 1.511 0.0 -0.1 0.0
H -4.241 0.440 2.678 0.0 0.0 -0.1
C 3.008 -0.701 -0.913 0.2 0.0 0.2
H 3.880 5.737 3.598 0.0 0.0 0.0
C 0.924 1.614 2.917 -0.2 0.1 -0.1
C -2.937 3.511 -1.555 0.2 -0.1 0.0
H -2.632 -0.998 2.111 -0.1 0.0 0.0
C 0.417 2.277 5.188 0.0 0.0 0.0
O 0.693 3.874 -2.072 0.2 0.2 -0.2
C -4.120 0.827 1.664 -0.1 0.1 0.1
C 0.852 -1.685 0.800 0.3 0.6 -0.4
H -1.592 -3.855 0.514 0.2 0.0 0.0
C -0.543 3.419 -1.724 -0.1 0.2 0.1
C -0.531 1.106 -3.777 -0.2 0.1 -0.1
C -0.894 -2.037 2.727 0.2 -0.1 -0.1
C 3.674 -2.676 0.449 0.1 0.0 0.0
C -2.282 -1.668 -4.094 0.1 -0.1 -0.1
C 0.205 -4.623 -1.558 0.0 0.1 0.1
H -1.170 -4.170 3.051 0.0 0.0 0.0
```
Positions in Å, forces in eV/Å.

Multiplicity: 2
Energy, eV: -113530.11655
Kohn-Sham gap (alpha / beta), Eh: 0.222 / 0.212
Total charge: 0